(1)
Formula: C2H4S
Source: the OMol25 dataset
Level of theory: ωB97M-V with the def2-TZVPD basis set

Each line ends with the natural charge from an NBO analysis.
Atoms and positions in Å:
C: 0.530 -0.335 -0.012  -0.7094
C: -0.627 0.639 -0.045  -0.3465
H: 1.892 0.556 -0.138  0.1798
H: 0.829 -1.456 -0.976  0.3064
H: 0.168 -0.981 1.266  0.2911
H: -0.724 1.772 -0.041  0.2519
S: -2.068 -0.195 -0.054  0.0267

LUMO energy: -0.92 eV
Frontier orbital gap: 7.857 eV
M: 60.1 u

=====

(2)
Formula: C2H4S2
Source: the OMol25 dataset
Level of theory: ωB97M-V with the def2-TZVPD basis set

Each line ends with the natural charge from an NBO analysis.
Atoms and positions in Å:
C: -1.561 0.849 0.161  -0.5305
S: 0.004 -0.594 -0.141  -0.0721
C: 1.923 -0.867 -0.141  -0.3876
S: 2.400 -2.326 -0.526  0.1433
H: -1.686 1.297 -0.807  0.2136
H: -1.263 1.504 0.960  0.2123
H: -2.310 0.116 0.420  0.2198
H: 2.494 0.020 0.074  0.2013

LUMO energy: -0.41 eV
Frontier orbital gap: 8.450 eV
Structure (SMILES): CSC=S
M: 92.2 u

=====

(3)
Formula: C2H4S3
Source: the OMol25 dataset
Level of theory: ωB97M-V with the def2-TZVPD basis set

Each line ends with the natural charge from an NBO analysis.
Atoms and positions in Å:
S: -0.028 -1.835 -2.679  0.0771
C: 0.441 -0.693 -1.524  -0.2782
C: -0.114 0.123 -0.273  -0.5493
S: 0.985 -0.287 1.162  0.0407
S: -1.870 -0.140 -0.003  0.0342
H: 1.588 -0.337 -1.679  0.2060
H: 0.060 1.187 -0.458  0.2516
H: 0.808 -1.501 1.229  0.1054
H: -1.851 0.135 1.219  0.1126

LUMO energy (spin up / spin down): -0.78 / -0.78 eV
Frontier orbital gap (spin up / spin down): 8.256 / 8.255 eV
Structure (SMILES): S=CC(S)S
M: 124.3 u

=====

(4)
Formula: C2H4Si
Source: the OMol25 dataset
Level of theory: ωB97M-V with the def2-TZVPD basis set

Each line ends with the natural charge from an NBO analysis.
Atoms and positions in Å:
C: -0.137 1.103 -0.169  -0.5082
C: 0.954 0.293 -0.441  -0.5278
Si: -0.414 -0.693 0.319  0.9941
H: -0.225 2.107 -0.144  0.1993
H: 1.775 0.388 -0.984  0.1941
H: -0.837 -0.892 1.698  -0.1803
H: -0.644 -1.957 -0.470  -0.1713

LUMO energy: 0.96 eV
Frontier orbital gap: 9.907 eV
Structure (SMILES): C1=C[SiH2]1
M: 56.1 u

=====

(5)
Formula: C2H5B
Source: the OMol25 dataset
Level of theory: ωB97M-V with the def2-TZVPD basis set

Each line ends with the natural charge from an NBO analysis.
Atoms and positions in Å:
B: -1.129 -0.155 -0.023  0.5850
C: 0.273 -0.721 0.080  -0.7541
C: 0.125 0.795 -0.014  -0.7082
H: -2.296 -0.491 -0.067  -0.0498
H: 0.890 -1.196 0.797  0.2445
H: 0.425 -0.987 -1.036  0.2390
H: 0.482 1.421 -0.788  0.2256
H: 0.212 1.315 0.833  0.2180

LUMO energy: 0.72 eV
Frontier orbital gap: 10.369 eV
Structure (SMILES): B1CC1
M: 39.9 u

=====

(6)
Formula: C2H5BO
Source: the OMol25 dataset
Level of theory: ωB97M-V with the def2-TZVPD basis set

Each line ends with the natural charge from an NBO analysis.
Atoms and positions in Å:
B: -1.835 0.034 0.186  0.6370
O: -0.571 0.403 -0.187  -0.6679
C: 0.563 -0.274 -0.099  0.1504
C: 1.697 0.294 0.140  -0.4623
H: -2.309 -1.047 0.210  -0.1122
H: -2.582 0.922 0.096  -0.1147
H: 0.608 -1.367 -0.392  0.1700
H: 2.548 -0.277 -0.012  0.1977
H: 1.880 1.312 0.057  0.2021

LUMO energy: 0.62 eV
Frontier orbital gap: 10.444 eV
Structure (SMILES): BOC=C
M: 55.9 u

=====

(7)
Formula: C2H5BrClN
Source: the OMol25 dataset
Level of theory: ωB97M-V with the def2-TZVPD basis set

Each line ends with the natural charge from an NBO analysis.
Atoms and positions in Å:
C: 0.914 -0.994 -0.129  -0.4200
N: 0.101 0.082 0.423  -0.4463
C: 0.310 1.306 0.435  0.1326
Cl: -1.143 2.277 0.562  -0.0240
H: 0.262 -1.342 -1.075  0.2289
H: 1.884 -0.739 -0.382  0.1890
H: 0.950 -1.811 0.522  0.2152
H: 1.183 1.947 0.303  0.1925
Br: -2.805 -0.507 -0.752  -0.3017
H: -1.656 -0.219 0.094  0.2338

LUMO energy: 0.57 eV
Frontier orbital gap: 10.628 eV
Structure (SMILES): C/N=C/Cl.Br
M: 158.4 u

=====

(8)
Formula: C2H5BrClN
Source: the OMol25 dataset
Level of theory: ωB97M-V with the def2-TZVPD basis set

Each line ends with the natural charge from an NBO analysis.
Atoms and positions in Å:
C: 0.252 0.129 1.280  -0.4321
N: -0.437 -0.433 0.060  -0.6754
C: -0.003 0.032 -1.122  -0.0663
Cl: -1.313 0.953 -1.926  -0.0454
Br: 0.367 -1.647 -2.090  -0.0357
H: 0.343 1.270 1.182  0.1860
H: -0.098 -0.379 2.203  0.2286
H: 1.341 0.034 1.204  0.1987
H: -1.461 -0.542 0.262  0.4035
H: 1.009 0.582 -1.053  0.2383

LUMO energy: 0.75 eV
Frontier orbital gap: 9.709 eV
Structure (SMILES): CN[C@H](Cl)Br
M: 158.4 u

=====

(9)
Formula: C2H5BrClN2O5S2
Source: the OMol25 dataset
Level of theory: ωB97M-V with the def2-TZVPD basis set

Each line ends with the natural charge from an NBO analysis.
Atoms and positions in Å:
C: 0.688 -1.320 -0.252  -0.3138
C: -0.713 -0.720 0.293  -0.7230
N: -0.099 1.715 -0.053  -1.0665
N: 1.656 -0.350 0.072  -0.4207
O: -1.317 -3.114 -0.713  -0.9801
O: -0.432 0.500 -2.086  -0.9638
O: -2.427 1.287 -0.825  -0.9260
O: -2.616 -1.035 -1.289  -0.9769
O: -3.040 -2.207 0.785  -0.9895
S: -1.170 0.589 -0.852  2.2736
S: -2.057 -1.977 -0.301  2.3955
Cl: 2.035 -0.202 1.789  0.0750
Br: 3.320 -0.688 -0.903  0.1242
H: 0.851 -2.182 0.312  0.2076
H: 0.409 -1.287 -1.393  0.3146
H: -0.663 -0.420 1.302  0.2438
H: -0.183 1.825 0.900  0.3578
H: -0.260 2.534 -0.571  0.3682

Charge: -1
LUMO energy: 2.10 eV
Frontier orbital gap: 8.064 eV
M: 316.6 u

=====

(10)
Formula: C2H5BrO4PS
Source: the OMol25 dataset
Level of theory: ωB97M-V with the def2-TZVPD basis set

Each line ends with the natural charge from an NBO analysis.
Atoms and positions in Å:
C: -0.120 -0.099 -1.198  -0.6550
C: -0.351 0.153 0.268  -0.0477
O: -3.483 0.182 -0.556  -0.9566
O: -3.223 -0.242 1.941  -1.1300
O: -3.511 2.180 1.076  -1.1365
O: -1.363 1.076 0.359  -0.8217
P: -2.964 0.844 0.923  2.4756
S: -5.058 0.468 -0.662  0.6087
Br: -5.596 -1.557 -0.425  -0.3027
H: -0.700 0.663 -1.660  0.2370
H: 0.942 0.159 -1.419  0.1899
H: -0.413 -1.162 -1.294  0.2151
H: 0.493 0.662 0.738  0.1496
H: -0.573 -0.762 0.885  0.1743

Charge: -1
LUMO energy (spin up / spin down): 3.40 / 1.58 eV
Frontier orbital gap (spin up / spin down): 5.437 / 7.456 eV
2S+1: 3
M: 236.0 u

=====

(11)
Formula: C2H5BrS2
Source: the OMol25 dataset
Level of theory: ωB97M-V with the def2-TZVPD basis set

Each line ends with the natural charge from an NBO analysis.
Atoms and positions in Å:
C: 0.401 -0.012 -1.348  -0.5001
C: -0.666 0.014 0.361  -0.4490
S: -0.143 -1.457 1.264  -0.0012
S: -0.316 1.646 1.236  -0.0138
Br: -2.595 -0.086 -0.033  0.0606
H: 0.037 0.835 -1.857  0.2014
H: 1.348 0.104 -0.856  0.2029
H: 0.182 -0.980 -1.740  0.2077
H: 1.029 -1.143 1.944  0.1503
H: -1.299 2.357 0.660  0.1412

LUMO energy: 0.29 eV
Frontier orbital gap: 9.247 eV
M: 173.1 u

=====

(12)
Formula: C2H5Cl2ISi
Source: the OMol25 dataset
Level of theory: ωB97M-V with the def2-TZVPD basis set

Each line ends with the natural charge from an NBO analysis.
Atoms and positions in Å:
Cl: 3.075 -1.097 0.771  -0.3656
Si: 1.513 -0.079 -0.182  1.2388
Cl: 1.629 1.904 0.249  -0.3507
C: -0.271 -0.754 0.263  -0.8453
C: -1.367 0.646 -0.026  -0.5550
I: -3.391 0.102 0.261  0.1278
H: 1.577 -0.451 -1.699  -0.1696
H: -0.521 -1.624 -0.478  0.2570
H: -0.116 -0.952 1.286  0.2244
H: -1.041 1.524 0.591  0.2357
H: -1.089 0.782 -1.036  0.2025

LUMO energy: 0.33 eV
Frontier orbital gap: 9.792 eV
Structure (SMILES): Cl[SiH](Cl)CCI
M: 255.0 u

=====

(13)
Formula: C2H5Cl2N2
Source: the OMol25 dataset
Level of theory: ωB97M-V with the def2-TZVPD basis set

Each line ends with the natural charge from an NBO analysis.
Atoms and positions in Å:
C: -0.285 0.196 1.072  0.3995
C: 0.649 -1.288 -2.037  -0.1281
N: -0.474 1.094 1.980  -0.6935
N: -0.230 0.568 -0.219  -0.7277
Cl: 1.361 -2.713 -1.295  0.0806
Cl: 0.805 -1.428 -3.755  0.1379
H: -0.472 -0.820 1.209  0.2332
H: -0.479 0.896 2.997  0.4565
H: -0.590 1.996 1.571  0.4186
H: 0.047 -0.010 -0.978  0.4190
H: -0.335 1.509 -0.545  0.4041

Charge: +1
LUMO energy: -5.09 eV
Frontier orbital gap: 8.946 eV
M: 128.0 u

=====

(14)
Formula: C2H5Cl3NP
Source: the OMol25 dataset
Level of theory: ωB97M-V with the def2-TZVPD basis set

Each line ends with the natural charge from an NBO analysis.
Atoms and positions in Å:
C: 0.873 1.202 -0.196  -0.6553
C: -1.740 0.620 0.424  -0.2313
N: 0.818 -1.559 -0.568  -1.1722
P: 1.083 -0.404 0.612  0.8315
Cl: -1.495 -0.748 1.487  0.0534
Cl: -2.816 1.746 1.162  0.0570
Cl: -2.292 0.064 -1.247  -0.0364
H: 0.981 2.112 0.464  0.2135
H: 0.131 1.351 -0.933  0.2077
H: 1.542 -1.552 -1.258  0.3906
H: 0.383 -2.440 -0.419  0.4063
H: 2.533 -0.392 0.471  -0.0646

LUMO energy (spin up / spin down): -0.51 / -1.30 eV
Frontier orbital gap (spin up / spin down): 8.384 / 6.596 eV
M: 180.4 u

=====

(15)
Formula: C2H5Cl4HgO
Source: the OMol25 dataset
Level of theory: ωB97M-V with the def2-TZVPD basis set

Each line ends with the natural charge from an NBO analysis.
Atoms and positions in Å:
Hg: -2.152 -0.981 -2.371  0.6371
C: -1.338 2.515 0.955  -0.2872
O: -2.151 1.513 0.430  -0.4961
H: -1.212 3.295 0.204  0.1625
H: -1.842 2.993 1.795  0.1907
H: -0.353 2.149 1.242  0.1435
Cl: -0.599 -0.561 -5.542  -0.7016
Cl: -4.908 -2.698 -0.239  -0.6487
C: 3.065 -1.571 0.673  -0.3633
Cl: 1.713 -1.803 -0.554  -0.0441
Cl: 2.547 -2.173 2.267  -0.0332
H: 3.939 -2.174 0.426  0.2184
H: 3.291 -0.505 0.715  0.2220

Charge: -1
LUMO energy: -2.05 eV
Frontier orbital gap: 3.267 eV
M: 387.5 u

=====

(16)
Formula: C2H5ClFN2
Source: the OMol25 dataset
Level of theory: ωB97M-V with the def2-TZVPD basis set

Each line ends with the natural charge from an NBO analysis.
Atoms and positions in Å:
C: 0.668 0.081 0.008  0.4656
C: -1.880 -0.254 -0.640  0.2425
N: 1.559 0.845 -0.536  -0.7805
N: 0.776 -0.412 1.198  -0.7701
F: -1.971 -1.258 0.223  -0.2955
Cl: -2.542 1.177 -0.218  0.1994
H: -2.221 -0.658 -1.599  0.2232
H: 1.634 0.716 -1.539  0.4347
H: 2.271 1.347 -0.062  0.4183
H: -0.012 -0.981 1.558  0.4373
H: 1.716 -0.603 1.606  0.4251

Charge: +1
LUMO energy (spin up / spin down): -6.16 / -5.54 eV
Frontier orbital gap (spin up / spin down): 7.386 / 8.665 eV
M: 111.5 u

=====

(17)
Formula: C2H5ClIN
Source: the OMol25 dataset
Level of theory: ωB97M-V with the def2-TZVPD basis set

Each line ends with the natural charge from an NBO analysis.
Atoms and positions in Å:
C: 0.807 0.071 1.037  -0.4707
C: -0.955 0.188 -1.234  -0.4206
N: 0.783 -0.529 -0.268  -0.4310
Cl: 0.708 -2.259 -0.108  0.0506
I: -2.397 0.864 0.113  0.1978
H: 1.679 -0.276 1.661  0.2298
H: 1.044 1.257 0.660  0.1933
H: -0.155 0.236 1.641  0.1977
H: -0.404 1.103 -1.561  0.2193
H: -1.110 -0.654 -1.941  0.2338

LUMO energy (spin up / spin down): -0.23 / -0.23 eV
Frontier orbital gap (spin up / spin down): 8.614 / 8.613 eV
M: 205.4 u

=====

(18)
Formula: C2H5ClN2O
Source: the OMol25 dataset
Level of theory: ωB97M-V with the def2-TZVPD basis set

Each line ends with the natural charge from an NBO analysis.
Atoms and positions in Å:
C: -0.035 0.162 1.066  0.3813
C: 1.540 -0.262 -0.579  -0.2708
N: -0.726 -0.267 -0.079  -0.5487
N: 0.234 -1.030 -0.858  -0.5095
O: -0.285 1.398 1.461  -0.6442
Cl: 2.929 -1.181 -0.213  0.0038
H: 0.542 -0.400 1.889  0.2009
H: 1.701 0.607 -1.333  0.1814
H: -1.537 -0.919 0.015  0.3674
H: -0.239 -1.069 -1.735  0.3459
H: -0.560 1.932 0.729  0.4926

LUMO energy (spin up / spin down): 0.44 / 0.44 eV
Frontier orbital gap (spin up / spin down): 8.063 / 8.068 eV
M: 108.5 u

=====

(19)
Formula: C2H5ClN2O
Source: the OMol25 dataset
Level of theory: ωB97M-V with the def2-TZVPD basis set

Each line ends with the natural charge from an NBO analysis.
Atoms and positions in Å:
H: -0.163 1.674 -0.261  0.3442
N: 0.600 1.327 0.196  -0.7645
C: 0.670 0.057 0.201  0.6672
N: 1.771 -0.708 0.457  -0.5715
Cl: 3.354 0.002 -0.121  0.1117
O: -0.381 -0.762 0.020  -0.5131
C: -1.661 -0.160 -0.135  -0.2445
H: 1.714 -1.683 0.200  0.4087
H: -2.516 -0.778 -0.393  0.2125
H: -1.560 0.695 -0.894  0.1646
H: -1.828 0.335 0.731  0.1847

LUMO energy: 0.11 eV
Frontier orbital gap: 9.685 eV
Structure (SMILES): [H]/N=C(/NCl)OC
M: 108.5 u

=====

(20)
Formula: C2H5ClN2O
Source: the OMol25 dataset
Level of theory: ωB97M-V with the def2-TZVPD basis set

Each line ends with the natural charge from an NBO analysis.
Atoms and positions in Å:
C: 0.865 -1.532 -1.518  -0.3040
C: -0.024 1.560 0.751  -0.3256
N: -0.805 -0.901 1.119  -0.4826
N: -0.136 -0.696 0.039  0.2670
O: 0.246 0.474 -0.157  -0.2984
Cl: 1.253 -0.245 -2.586  -0.0110
H: 0.004 -2.099 -1.796  0.1242
H: -0.371 1.018 1.672  0.2381
H: -0.896 2.160 0.192  0.2162
H: 0.922 2.068 0.927  0.2158
H: -1.056 -1.808 1.359  0.3604

LUMO energy: 0.42 eV
Frontier orbital gap: 8.194 eV
M: 108.5 u